1) The following is a quantum chemistry calculation of a 10-piece molecular cluster, H20O10 overall, from OMol25.

Positions of all 30 atoms, in Å:
1 O -0.258 -4.204 1.387
2 H -0.157 -3.264 1.531
3 H -1.004 -4.453 1.932
4 O 1.414 1.472 -2.139
5 H 1.471 2.361 -1.790
6 H 2.154 1.010 -1.744
7 O 0.349 -1.650 2.561
8 H 1.154 -2.012 2.190
9 H 0.287 -2.044 3.431
10 O -2.072 1.028 -2.246
11 H -2.966 0.820 -2.516
12 H -2.138 1.195 -1.306
13 O 0.620 1.351 3.728
14 H 0.884 0.503 4.085
15 H 0.885 1.316 2.808
16 O -0.107 -0.335 -3.552
17 H -0.936 -0.050 -3.169
18 H 0.540 0.282 -3.212
19 O -0.580 2.974 0.003
20 H 0.132 3.201 0.602
21 H -0.570 2.017 -0.031
22 O 1.984 1.951 1.481
23 H 1.706 1.474 0.699
24 H 2.678 2.533 1.173
25 O -0.297 0.384 0.172
26 H -0.068 -0.445 0.593
27 H -0.329 0.177 -0.762
28 O -1.342 -2.832 -1.955
29 H -1.139 -1.900 -1.880
30 H -2.292 -2.862 -2.071

2) The following is a quantum chemistry calculation of a 10-piece molecular cluster, H20O10 overall, from OMol25.

Positions of all 30 atoms, in Å:
1 O -1.166 -2.151 1.411
2 H -1.294 -2.303 2.352
3 H -1.636 -1.331 1.218
4 O 0.198 0.378 -0.303
5 H 0.183 -0.572 -0.480
6 H -0.689 0.594 0.021
7 O -2.521 0.427 0.484
8 H -3.003 0.301 1.310
9 H -2.655 1.364 0.285
10 O -1.279 1.275 3.732
11 H -1.978 0.617 3.748
12 H -1.323 1.707 2.863
13 O 3.013 1.150 -1.610
14 H 2.520 0.439 -1.193
15 H 2.839 1.911 -1.045
16 O -0.822 2.992 1.451
17 H 0.121 2.806 1.590
18 H -0.837 3.856 1.028
19 O 1.969 1.974 1.145
20 H 2.400 1.295 1.674
21 H 1.213 1.504 0.747
22 O -0.047 -2.828 -1.620
23 H -0.984 -2.869 -1.399
24 H 0.308 -3.679 -1.342
25 O 2.874 -2.196 -1.827
26 H 3.026 -2.994 -1.312
27 H 1.929 -2.213 -2.037
28 O -0.956 -0.235 -3.379
29 H -0.113 -0.691 -3.282
30 H -1.290 -0.526 -4.233

How far above the most stable structure does each one sit? In eV: 1) 0.568; 2) 0.000.

1) The following is a quantum chemistry calculation of a 2-piece molecular cluster, C5H11NO2 overall, from OMol25.

Positions of all 19 atoms, in Å:
1 C 3.512 -0.594 -0.307
2 C 2.704 -0.303 0.700
3 C 1.171 -0.489 0.792
4 C 0.352 -1.276 -0.209
5 N -0.621 -1.987 0.528
6 C -0.535 -0.437 -1.195
7 O -0.147 0.441 -1.965
8 H 4.560 -0.388 -0.280
9 H 3.201 -1.235 -1.145
10 H 2.945 0.484 1.497
11 H 1.074 -0.947 1.872
12 H 0.807 0.525 0.867
13 H 0.895 -1.905 -0.991
14 H -1.459 -1.656 0.727
15 H -0.230 -2.718 1.072
16 H -1.505 -0.825 -1.423
17 O -5.574 4.410 0.149
18 H -6.115 3.850 -0.321
19 H -5.035 5.051 -0.371

2) The following is a quantum chemistry calculation of one molecule with the formula C5H11NO2, from OMol25.

Positions of all 19 atoms, in Å:
1 C -0.718 0.030 1.916
2 C -1.692 -0.547 0.900
3 C -0.957 -1.028 -0.493
4 N 0.034 -0.109 -0.929
5 O -0.430 1.181 -1.268
6 C 1.373 -0.274 -0.678
7 C 2.237 0.917 -1.011
8 O 1.796 -1.320 -0.237
9 H -1.249 0.337 2.816
10 H 0.033 -0.711 2.185
11 H -0.215 0.902 1.512
12 H -2.252 -1.382 1.316
13 H -2.407 0.223 0.599
14 H -1.723 -1.162 -1.259
15 H -0.496 -1.834 0.120
16 H -0.671 1.155 -2.207
17 H 1.897 1.793 -0.463
18 H 3.263 0.687 -0.744
19 H 2.176 1.142 -2.075

How far above the most stable structure does each one sit? In eV: 1) 1.085; 2) 0.000.

1) The following is a quantum chemistry calculation of a 3-piece molecular cluster, C5H11NO2 overall, from OMol25.

Positions of all 19 atoms, in Å:
1 N -1.701 0.070 -1.205
2 C 1.805 -2.045 -0.655
3 C 0.535 -1.566 -0.600
4 C -2.389 -0.038 1.111
5 C -1.603 0.418 0.054
6 C -0.455 1.357 0.419
7 O 0.572 1.444 -0.623
8 H -1.120 0.771 -1.734
9 H 2.665 -1.447 -0.441
10 H 1.950 -3.060 -0.891
11 H 0.164 -1.187 0.326
12 H -0.057 -1.308 -1.469
13 H -2.368 0.416 2.061
14 H -2.903 -0.974 0.989
15 H -0.023 0.849 1.281
16 H -0.686 2.360 0.734
17 H 2.935 0.278 1.862
18 H 1.425 0.997 -0.380
19 O 2.248 0.188 1.138

2) The following is a quantum chemistry calculation of a 2-piece molecular cluster, C5H11NO2 overall, from OMol25.

Positions of all 19 atoms, in Å:
1 C -0.710 2.075 0.102
2 C -0.779 0.850 0.637
3 C -1.724 0.574 1.779
4 C 0.770 -0.050 0.750
5 O 1.885 0.424 0.646
6 H 0.015 2.278 -0.677
7 H -1.476 2.828 0.258
8 H -2.251 -0.375 1.648
9 H -1.191 0.510 2.732
10 H -2.465 1.364 1.910
11 H 0.541 -0.791 1.533
12 C 0.978 -2.101 -1.497
13 N 0.513 -0.777 -1.114
14 O 1.226 0.194 -1.876
15 H 1.989 -2.255 -1.113
16 H 1.040 -2.200 -2.583
17 H 0.321 -2.875 -1.102
18 H -0.520 -0.240 -0.831
19 H 1.837 0.566 -1.200

How far above the most stable structure does each one sit? In eV: 1) 5.329; 2) 0.000.

1) The following is a quantum chemistry calculation of one molecule with the formula C5H11NO2, from OMol25.

Positions of all 19 atoms, in Å:
1 C 1.541 0.430 0.531
2 C 0.216 0.975 0.201
3 C -0.372 -0.743 -1.653
4 C -0.640 -0.355 -0.210
5 N -0.332 1.733 1.317
6 C -1.926 -0.511 0.259
7 O 0.553 -1.224 0.773
8 O 2.438 0.346 -0.463
9 H 3.287 0.033 -0.123
10 H 0.578 -2.154 0.484
11 H 1.918 0.435 1.546
12 H 0.272 1.610 -0.684
13 H -0.410 1.124 2.129
14 H -1.291 1.978 1.080
15 H -0.704 -1.766 -1.840
16 H -0.909 -0.072 -2.328
17 H 0.687 -0.689 -1.904
18 H -2.705 -0.894 -0.387
19 H -2.202 -0.256 1.273

2) The following is a quantum chemistry calculation of a 2-piece molecular cluster, C5H11NO2 overall, from OMol25.

Positions of all 19 atoms, in Å:
1 C -0.044 -0.438 -1.902
2 C 0.639 -0.887 -0.628
3 C -0.195 -1.749 0.300
4 C 1.704 -0.056 -0.053
5 O 1.991 -1.240 -0.747
6 H -0.533 -1.290 -2.387
7 H -0.801 0.319 -1.680
8 H 0.685 -0.023 -2.585
9 H 0.456 -2.297 0.968
10 H -0.866 -1.133 0.895
11 H -0.786 -2.463 -0.275
12 H 1.882 -0.065 1.017
13 H 2.003 0.857 -0.557
14 N -1.193 1.922 0.630
15 C -0.851 1.525 1.871
16 O 0.267 1.538 2.307
17 H -2.150 1.989 0.335
18 H -0.481 2.307 0.033
19 H -1.727 1.185 2.458

3) The following is a quantum chemistry calculation of one molecule with the formula C5H11NO2, from OMol25.

Positions of all 19 atoms, in Å:
1 C 2.234 -0.998 0.013
2 C 1.347 0.189 -0.302
3 O 1.837 1.292 -0.598
4 C -0.125 -0.140 -0.692
5 N -0.660 0.871 -1.615
6 C -0.754 -0.171 0.711
7 C -1.741 0.923 1.050
8 O -1.269 -1.438 1.046
9 H 2.595 -1.438 -0.919
10 H 1.676 -1.752 0.575
11 H 3.081 -0.665 0.616
12 H -0.161 -1.127 -1.166
13 H -0.387 1.794 -1.263
14 H -0.148 0.804 -2.495
15 H 0.238 0.041 1.339
16 H -1.272 1.906 0.941
17 H -2.618 0.869 0.397
18 H -2.098 0.810 2.078
19 H -1.775 -1.772 0.284

4) The following is a quantum chemistry calculation of a 2-piece molecular cluster, C5H11NO2 overall, from OMol25.

Positions of all 19 atoms, in Å:
1 O 1.026 0.056 1.927
2 C 0.518 -0.827 1.285
3 N -0.337 -0.537 0.234
4 C -0.657 0.887 -0.074
5 C -2.234 1.008 -0.196
6 C -2.793 -0.417 -0.271
7 C -1.535 -1.332 -0.114
8 H 0.806 -1.893 1.367
9 H -0.372 1.595 0.703
10 H -0.255 1.092 -1.070
11 H -2.483 1.714 -0.974
12 H -2.552 1.407 0.784
13 H -3.187 -0.575 -1.278
14 H -3.450 -0.637 0.571
15 H -1.325 -1.758 -1.101
16 H -1.816 -2.087 0.628
17 O 4.830 0.969 -2.145
18 H 5.290 0.210 -1.752
19 H 3.921 1.034 -1.857

How far above the most stable structure does each one sit? In eV: 1) 3.584; 2) 0.163; 3) 0.223; 4) 0.000.